1.
The following is a DFT calculation (ωB97M-V with the def2-TZVPD basis set) of C29H26F3N4OOsSb as an isolated structure in a non-equilibrium geometry.

The value obtained for the highest occupied orbital energy (alpha / beta) is -19.02 / -19.01 eV. The value obtained for the HOMO-LUMO gap (alpha / beta) is 6.01 / 3.79 eV. Its net charge is +4. Its energy above the lowest of the compared OMol25 structures with the same formula, charge and spin is 0.9813 eV. The calculation puts the total energy at -2043.77193 Eh. The spin multiplicity is 5. The LUMO energy (alpha / beta) is -13.012 / -15.222 eV.

Positions of all 65 atoms, in Å:
H 2.389 -0.128 -1.045
C -0.070 -2.165 -4.167
N -0.889 1.159 -2.236
C 1.909 -2.322 4.304
H 2.107 -1.058 1.160
N 1.425 -1.088 -2.554
H 2.411 0.884 1.867
H -1.075 -5.696 -2.362
Sb -0.638 0.315 0.900
F 2.960 5.363 1.243
C 2.546 -0.586 -2.051
C -2.143 2.892 -2.885
F 2.624 -3.038 5.222
H 4.616 -1.633 -4.493
H -1.138 -4.979 -0.723
C 1.885 1.880 1.753
F -5.891 2.072 3.949
C -0.456 -3.606 -2.182
C -2.220 1.533 -2.557
H 0.455 -5.352 -1.474
C 0.661 -1.837 4.605
H 4.597 -0.023 -2.504
H -0.383 -4.336 -4.028
H -0.178 -2.306 -5.217
H -5.875 0.251 1.976
C -0.055 3.243 1.422
N -0.303 -3.477 -3.475
C 2.523 -1.725 -4.542
H -1.130 3.351 1.264
H 3.830 2.975 1.862
H -3.470 2.310 4.949
C -3.717 0.268 1.699
H -1.176 -1.018 3.841
C 2.723 3.013 1.721
C 0.739 4.413 1.382
H 3.502 -2.289 2.806
C 0.503 1.953 1.616
O -0.381 -2.657 -1.323
C 3.689 -0.556 -2.825
C 1.703 -1.286 2.144
H 2.427 -2.149 -5.556
C -0.146 2.289 -2.208
H -3.815 -0.325 0.805
C -3.513 1.786 3.999
C -2.372 1.385 3.266
C -0.563 -4.969 -1.676
H -0.832 -1.424 -3.796
C -4.772 1.464 3.426
H -0.580 4.259 -2.913
C 2.178 4.276 1.454
C 2.485 -1.985 3.100
N -0.863 3.298 -2.723
C -2.471 0.687 2.091
C -4.924 0.645 2.341
C 1.346 -1.642 -3.789
C 0.403 -0.885 2.362
C -0.112 -1.178 3.625
H -1.345 1.580 3.735
H 0.322 5.375 1.180
H 0.245 -1.986 5.560
H 0.875 2.369 -1.845
H -2.958 3.572 -3.069
Os -0.365 -0.614 -1.595
H -2.965 0.793 -2.826
C 3.706 -1.334 -3.992

Here are the natural (NBO) charges for atoms 1 to 4, given in e:
1. H 0.2240
2. C -0.2414
3. N -0.5648
4. C 0.4415


2.
The following is a DFT calculation (ωB97M-V with the def2-TZVPD basis set) of C38H46OP2PbSi as an isolated structure in a non-equilibrium geometry.

The value obtained for the highest occupied orbital energy (alpha / beta) is -12.58 / -12.58 eV. The value obtained for the HOMO-LUMO gap (alpha / beta) is 3.01 / 3.02 eV. Its net charge is +2. Its energy above the lowest of the compared OMol25 structures with the same formula, charge and spin is 0.2351 eV. The calculation puts the total energy at -2715.19397 Eh. The LUMO energy (alpha / beta) is -9.566 / -9.564 eV.

Positions of all 89 atoms, in Å:
H -1.453 -1.927 3.904
C 2.269 2.161 -1.935
C 0.315 0.515 -3.120
C 0.464 -4.101 -3.713
H -4.045 1.085 2.124
H 3.594 -0.360 1.800
H -0.044 0.626 5.019
C -1.713 -2.268 -1.023
H 1.661 0.959 4.642
H -0.354 -3.317 3.791
H 4.299 0.136 0.186
C -3.264 0.517 3.978
C -2.982 -3.921 0.222
C 0.721 0.556 4.231
H 4.784 4.038 -0.576
H 0.628 5.073 -1.224
H 1.060 -5.765 -4.946
C -3.059 3.298 5.333
H 2.797 -2.852 3.902
Pb 1.686 -0.943 -0.134
H 4.361 1.788 -1.523
C 2.871 0.555 -4.248
C -0.646 -0.389 -2.795
H 1.328 -4.171 -3.048
C 3.735 1.604 -4.612
H -4.209 2.359 3.331
H -1.635 1.491 1.883
H 2.929 5.713 -0.476
H 3.426 -1.173 4.001
H -3.284 -0.502 3.569
C -2.263 2.242 2.390
H 1.974 -1.300 -4.952
H -3.912 3.549 4.689
C 3.471 1.030 -6.955
C 3.783 3.787 -0.937
H -2.289 -2.143 -4.252
P -0.228 -1.973 -2.055
C 3.551 2.522 -1.474
H 0.387 1.216 3.411
H 0.124 1.334 -3.828
H -0.510 -2.431 5.317
H -4.084 -3.171 1.929
C -0.473 -2.313 4.223
H -2.791 -0.168 5.908
H -3.605 -0.768 1.402
H -2.654 1.927 6.948
C -1.723 -3.848 -5.444
C -3.307 1.953 6.063
H -1.704 -0.277 -3.068
H -2.573 -3.753 -6.127
C -3.536 1.576 2.965
H -0.416 3.216 3.018
C -3.463 -2.909 1.067
H -0.980 3.905 5.235
H 3.619 1.272 -8.011
C 1.451 4.355 -1.297
C -3.149 -1.566 0.802
H -3.264 -4.964 0.384
H -1.789 -4.371 -1.535
H -4.345 1.946 6.445
O 0.890 -1.177 1.958
H 4.598 2.735 -6.240
Si 0.938 -1.214 3.572
C -1.574 -2.957 -4.375
C -0.501 -3.104 -3.484
C 0.314 -4.986 -4.785
C -1.738 3.400 4.619
H 3.108 1.188 1.022
H 2.531 -1.881 5.367
H -1.983 -0.195 -0.390
C 3.997 1.865 -5.964
C 2.505 -0.387 -5.237
C -1.416 2.978 3.388
C 3.416 0.149 0.838
C -2.139 -3.599 -0.845
H 4.176 2.249 -3.851
H 2.410 -0.811 -7.354
C 2.735 4.715 -0.869
C -3.061 0.692 5.289
H -2.583 2.942 1.603
C 1.210 3.074 -1.804
C 2.768 -0.124 -6.585
P 2.044 0.447 -2.587
H -0.894 -5.564 -6.489
C 2.588 -1.836 4.268
H -3.039 4.055 6.136
H 0.200 2.795 -2.117
C -2.260 -1.242 -0.227
C -0.785 -4.866 -5.654

Here are the Mulliken charges for atoms 1 to 4, given in e:
1. H 0.0134
2. C 0.9001
3. C -1.0051
4. C -0.2085


3.
The following is a DFT calculation (ωB97M-V with the def2-TZVPD basis set) of C28H47AsIN3O4PbSi3 as an isolated structure in a non-equilibrium geometry.

The value obtained for the highest occupied orbital energy is -12.46 eV. The value obtained for the HOMO-LUMO gap is 7.11 eV. Its net charge is +2. Its energy above the lowest of the compared OMol25 structures with the same formula, charge and spin is 0.5288 eV. The calculation puts the total energy at -5154.79622 Eh. The LUMO energy is -5.350 eV.

Positions of all 88 atoms, in Å:
C -0.094 -2.448 -4.763
H -3.017 1.999 -7.545
H -1.883 -1.142 3.151
C 0.349 -2.581 0.938
H -0.553 -2.018 1.148
H -2.261 -1.600 4.801
H 1.995 3.912 3.300
C -1.750 2.340 -3.169
H -0.950 -2.398 3.958
H -0.486 2.432 4.817
H -1.412 4.643 -1.598
C 4.685 1.112 1.950
C 0.687 -3.547 -5.070
C -2.370 3.633 -3.221
C 2.161 -2.953 3.516
C 2.756 3.533 2.623
H -0.960 -0.006 -5.577
H -0.997 3.446 1.725
H -3.815 -2.810 1.282
H -1.200 2.741 0.109
Si 1.848 -1.931 1.933
H 2.316 3.466 1.632
N -2.930 4.103 -4.298
H 1.247 -3.261 4.015
H 1.027 -1.660 6.233
H 0.259 -4.373 -5.614
O -0.936 0.214 1.458
C 0.439 -1.388 -4.036
H 4.842 2.335 5.179
O 0.643 1.601 2.077
C -4.055 -3.521 0.495
H 3.552 4.270 2.578
C 3.436 -2.020 0.877
C -2.453 1.390 -6.833
H -3.450 3.844 -6.253
C 3.974 1.712 4.994
O -1.202 1.018 -7.376
H -1.128 -2.393 -5.068
N -2.246 -1.426 -1.460
H -5.173 -2.121 -0.734
H 5.455 1.841 1.715
H 3.506 -3.009 0.435
Pb -0.334 0.036 -1.379
H 2.632 -4.434 -4.941
Si 3.426 1.844 3.178
Si -0.265 -0.090 4.745
H 2.751 -2.384 4.234
H 0.535 -2.527 -0.132
C 2.567 -2.549 -3.954
H 0.155 -3.623 1.173
C -1.447 -1.442 4.100
H -4.554 -3.527 -1.620
H 3.194 2.030 5.682
C 2.015 -3.591 -4.684
C -1.714 1.586 -4.379
C -4.322 -2.801 -0.835
H 4.249 0.691 5.251
H 2.718 -3.857 3.288
As 1.507 0.258 3.051
H 4.218 0.819 1.012
H 1.556 -0.005 6.497
H -0.817 1.769 -7.838
C -3.186 -2.037 -1.211
H 3.597 -2.591 -3.638
H -2.384 2.375 1.349
C 0.687 -0.630 6.304
C -0.538 1.365 1.587
C -2.414 4.484 -1.994
H -3.022 3.998 -1.231
C -2.357 2.145 -5.526
C 1.769 -1.473 -3.632
H 5.182 0.243 2.371
C -1.326 2.565 1.181
H -4.944 -4.074 0.784
H -3.231 -4.224 0.396
C -1.011 0.367 -4.557
N -0.332 -0.281 -3.657
H -1.911 1.683 4.101
H -2.853 5.443 -2.251
H -3.008 0.458 -6.673
C -1.167 1.585 4.888
I 2.572 0.153 -2.485
H 4.325 -1.882 1.487
H 0.043 -0.571 7.177
H -1.690 1.669 5.836
O -1.268 1.960 -2.023
H 3.477 -1.301 0.064
C -2.937 3.385 -5.420

Here are the Mulliken charges for atoms 1 to 4, given in e:
1. C -0.2334
2. H 0.4258
3. H -0.0662
4. C -0.5315


4.
The following is a DFT calculation (ωB97M-V with the def2-TZVPD basis set) of C37H57N6OReSi2Te as an isolated structure.

The value obtained for the highest occupied orbital energy (alpha / beta) is -13.12 / -12.77 eV. The value obtained for the HOMO-LUMO gap (alpha / beta) is 7.89 / 7.22 eV. Its net charge is +2. Its energy above the lowest of the compared OMol25 structures with the same formula, charge and spin is 0.0000 eV. The calculation puts the total energy at -2772.68447 Eh. The spin multiplicity is 3. The LUMO energy (alpha / beta) is -5.232 / -5.550 eV.

Positions of all 105 atoms, in Å:
C -1.554 2.271 -5.344
H 3.552 2.934 -1.368
H 4.737 -0.081 -3.508
H -1.713 -2.643 -0.947
C -1.630 0.238 4.478
H 3.678 1.210 -4.100
C 2.936 1.303 1.915
C -3.917 1.891 -6.780
H -3.235 1.741 -9.466
H -4.208 -5.072 -3.930
C 4.162 0.795 -3.216
H -1.254 -0.518 -5.082
N 3.100 0.288 -2.337
H -4.502 -5.199 -2.198
H -1.826 2.799 -9.324
C -2.396 0.953 1.634
H 0.100 3.076 2.184
H -2.248 0.893 0.535
H 2.743 2.228 2.462
H 6.437 1.972 -0.875
H -5.252 -3.012 -1.567
H 1.553 1.763 -2.354
C 5.043 1.833 -2.516
Si 2.051 -0.152 2.715
C -2.818 2.592 -8.927
H -5.519 1.886 -3.963
H 1.610 1.000 4.916
H -3.454 3.453 -9.136
H -0.719 2.847 -7.218
H -5.801 0.288 -1.828
N -0.805 -1.580 0.573
C 2.062 0.067 4.574
C -1.498 -3.814 0.857
H -5.131 0.195 -4.356
H -5.899 -1.013 -0.656
N 3.264 -0.851 -1.635
C -1.353 4.060 -1.422
H 5.010 1.016 -0.501
H -2.867 -5.408 -2.847
C -1.371 -2.686 0.078
C -1.004 -0.857 -4.075
H 2.636 1.475 0.878
H 6.283 0.339 -1.524
Te -3.014 1.463 -2.642
H -0.568 -0.018 -3.533
H 0.490 2.701 3.866
N 1.398 0.048 -1.075
C -3.795 -4.844 -2.945
H -1.094 -4.669 2.786
C -2.455 -2.778 -3.439
C -3.551 -3.369 -2.817
H -4.706 0.257 -0.439
H -1.489 4.212 -2.494
H 3.095 0.061 4.929
H -2.952 1.887 1.745
C -2.717 1.830 -4.709
C -4.409 -2.562 -2.078
C -0.855 2.687 -1.111
C -3.125 -0.629 -2.652
O 0.035 2.508 -0.219
H 4.016 1.137 1.931
C -5.205 -0.366 -1.186
H 3.988 -1.643 2.464
H -0.281 2.415 -3.598
H 2.722 -2.137 1.339
C -0.323 -1.531 1.835
C 1.952 0.837 -1.981
H -2.376 0.911 4.907
H 5.805 2.083 -3.260
H 4.958 3.872 -1.816
N -1.272 1.546 -1.664
H -2.105 -0.732 4.322
C -0.300 2.668 3.113
H -3.056 0.111 1.852
C -2.776 2.320 -7.452
C 4.273 3.105 -2.174
C 2.909 -1.770 2.346
H 3.747 3.512 -3.041
H 2.603 -2.543 3.055
C -1.617 2.505 -6.715
C -4.223 -1.189 -1.982
N 2.243 -0.999 -0.897
C -3.921 1.650 -5.418
H -0.657 4.799 -1.033
C 0.273 -0.191 2.037
H -1.761 -3.401 -3.993
C -5.205 1.206 -4.762
H -6.014 1.198 -5.490
H -0.837 0.115 5.218
H -1.100 3.327 3.461
C -2.214 -1.411 -3.375
H -1.961 -4.702 0.452
H 0.171 3.473 -4.938
C -0.407 -2.647 2.659
Si -0.951 0.939 2.895
H -4.837 1.748 -7.335
C -1.007 -3.790 2.162
C -0.223 2.490 -4.677
H -2.318 4.212 -0.931
H 0.496 1.745 -5.029
H 1.549 -0.759 5.072
Re -0.280 0.386 0.050
C 5.733 1.250 -1.287
H -0.012 -2.607 3.665
H -0.243 -1.631 -4.165

Here are the Mulliken charges for atoms 1 to 4, given in e:
1. C 0.7678
2. H 0.1249
3. H 0.4181
4. H 0.3301


5.
The following is a DFT calculation (ωB97M-V with the def2-TZVPD basis set) of C33H36F4IrN4OTe as an isolated structure in a non-equilibrium geometry.

The value obtained for the highest occupied orbital energy is -10.22 eV. The value obtained for the HOMO-LUMO gap is 6.96 eV. Its net charge is +1. Its energy above the lowest of the compared OMol25 structures with the same formula, charge and spin is 0.2880 eV. The calculation puts the total energy at -2344.88452 Eh. The LUMO energy is -3.257 eV.

Positions of all 80 atoms, in Å:
C -0.964 -2.616 1.685
C -0.366 2.151 0.614
C 4.318 2.552 -0.958
C 0.063 3.163 1.488
H 6.265 -0.455 -2.401
H -2.877 -1.774 2.285
H 4.832 1.186 5.727
H 4.621 -1.419 1.532
C 5.473 -1.274 3.488
H 0.564 -3.197 -1.318
N 0.146 -1.607 1.788
H 2.979 -3.583 1.530
C -2.372 -2.127 1.389
H 4.646 -0.807 -0.582
F 0.389 2.859 2.760
H 5.384 3.735 -2.392
C -1.035 0.480 2.306
N -0.695 -1.561 -1.248
C -0.548 -4.635 -3.249
H -1.059 1.325 2.988
H -2.950 -2.967 1.002
N -0.161 -5.646 -3.630
H 3.558 -1.296 -3.284
H 1.829 0.898 -4.533
C 0.250 4.467 1.073
C 3.972 1.051 3.770
C 5.533 -0.543 4.669
C 4.660 -0.849 2.450
H -2.040 -0.002 -1.334
H 0.562 -0.737 -3.133
C -0.319 -2.742 -1.742
H 2.216 -2.690 0.226
H -0.647 -3.322 0.919
C -0.150 -0.609 2.863
C 1.352 -2.397 2.205
H 1.025 -3.044 3.025
H -2.684 -3.213 -4.112
C 5.920 1.662 -2.514
H 1.445 -4.151 0.903
C -1.783 -0.958 -1.765
C 1.899 0.900 -3.444
H -0.622 -1.108 3.716
C 2.016 -3.252 1.140
C 1.603 -0.484 -2.898
H 2.309 -2.529 -3.072
C -2.519 -1.519 -2.789
C -0.319 3.863 -1.127
H -0.980 -3.162 2.633
H 3.395 1.961 3.879
H -3.379 -0.992 -3.176
H 6.618 1.809 -3.327
H 2.382 -1.597 -4.573
F 0.665 5.362 1.974
F -0.969 1.678 -1.638
C -1.015 -3.364 -2.767
H -2.391 -1.330 0.652
C 2.516 -1.542 -3.492
F -0.517 4.161 -2.415
C -0.539 2.564 -0.715
C 0.068 4.847 -0.240
N -0.555 0.833 0.976
Ir 0.580 -0.521 -0.032
H 0.804 -0.201 3.202
H 1.190 1.633 -3.057
C 5.223 2.741 -1.996
C -2.135 -2.743 -3.307
C 5.720 0.388 -1.995
H -2.062 0.121 2.235
H 6.061 -2.176 3.377
H 2.072 -1.698 2.617
H 6.173 -0.874 5.476
O 1.808 -0.452 -1.481
H 2.909 1.204 -3.160
Te 2.684 1.086 1.066
H 3.776 3.397 -0.552
C 4.783 0.614 4.810
H 0.218 5.868 -0.559
C 3.913 0.318 2.590
C 4.815 0.190 -0.965
C 4.121 1.277 -0.445

Here are the Mulliken charges for atoms 1 to 4, given in e:
1. C -0.6258
2. C -0.3135
3. C -0.4053
4. C 0.6300


6.
The following is a DFT calculation (ωB97M-V with the def2-TZVPD basis set) of C6H14N2O as an isolated structure in a non-equilibrium geometry.

The value obtained for the highest occupied orbital energy (alpha / beta) is -5.87 / -5.87 eV. The value obtained for the HOMO-LUMO gap (alpha / beta) is 6.50 / 6.50 eV. Its energy above the lowest of the compared OMol25 structures with the same formula, charge and spin is 6.1361 eV. The calculation puts the total energy at -421.57478 Eh. The LUMO energy (alpha / beta) is 0.627 / 0.627 eV.

Positions of all 23 atoms, in Å:
H -1.456 0.500 2.657
H -2.073 1.332 1.221
H -0.829 -0.932 -2.317
C 2.116 -0.736 -0.484
C 0.637 -0.514 -0.787
H 0.281 -1.837 0.937
H 0.912 0.726 1.714
H 0.914 -1.168 -2.814
C 0.015 0.780 1.106
H -2.028 -0.493 0.014
N -0.179 -1.013 0.544
H 2.323 -1.806 -0.407
C 0.262 1.095 -0.312
O -0.894 1.487 -1.041
H 2.721 -0.331 -1.296
C -1.203 1.209 1.866
H -1.008 2.182 2.332
H 2.446 -0.261 0.443
H -1.635 -2.004 -0.385
H 1.123 1.736 -0.507
H -1.084 2.412 -0.848
N -1.564 -1.324 0.370
C 0.203 -1.038 -2.008

Here are the natural (NBO) charges for atoms 1 to 4, given in e:
1. H 0.2377
2. H 0.2243
3. H 0.1908
4. C -0.6461


7.
The following is a DFT calculation (ωB97M-V with the def2-TZVPD basis set) of C7H10N2O2 as an isolated structure in a non-equilibrium geometry.

The value obtained for the highest occupied orbital energy (alpha / beta) is -5.39 / -9.14 eV. The value obtained for the HOMO-LUMO gap (alpha / beta) is 5.98 / 6.66 eV. Its energy above the lowest of the compared OMol25 structures with the same formula, charge and spin is 1.2957 eV. The calculation puts the total energy at -532.49529 Eh. The spin multiplicity is 3. The LUMO energy (alpha / beta) is 0.593 / -2.478 eV.

Positions of all 21 atoms, in Å:
H 4.261 -1.228 1.905
O 0.832 2.108 -0.642
H 1.713 -0.087 2.174
C -0.891 -0.966 1.218
N 2.066 0.346 0.068
C -1.839 1.113 -0.040
H -2.350 1.089 -1.026
O -0.602 -0.742 -1.228
H -2.562 0.912 0.660
H -0.928 -0.278 -1.934
H 3.377 0.579 -1.691
C 2.418 -0.298 1.286
N 4.146 -0.433 -0.109
C 3.236 0.215 -0.687
C 3.664 -0.718 1.181
H -0.749 -1.991 0.926
H -1.200 2.043 -0.019
H -1.946 -0.887 1.560
C -0.748 -0.028 -0.013
C 0.935 1.017 -0.166
H 0.004 -0.715 1.846

Here are the natural (NBO) charges for atoms 1 to 4, given in e:
1. H 0.2135
2. O -0.4645
3. H 0.2150
4. C -0.6897